The following is a DFT calculation (ωB97M-V/def2-TZVPD) of a structure of composition C34H28AsBrCeN2O6SSe in a non-equilibrium geometry.

The geometry in XYZ format:
```
75
Properties=species:S:1:pos:R:3:forces:R:3
Ce -0.908502 -0.394207 -0.275423 1.66 -0.24 0.76
O -0.427577 3.810470 -1.716444 -0.95 -0.62 0.37
C -1.660202 4.209013 -2.077294 -0.75 0.29 -0.17
C -1.794767 5.270256 -3.010213 -0.54 -0.77 0.29
C -3.053920 5.522457 -3.557200 -0.33 0.35 0.12
C -4.179799 4.887553 -3.060052 -1.56 -1.16 -0.37
C -4.087963 3.854750 -2.098180 0.76 1.36 -0.05
C -2.853463 3.547371 -1.555281 1.79 -0.56 0.09
C -2.581483 2.458114 -0.436369 1.52 1.35 -0.87
O -1.361467 1.770772 -0.670777 -1.43 0.90 0.37
N -3.628467 1.471503 -0.461701 -0.64 -0.68 1.33
N -3.314744 0.298423 0.253017 -1.76 0.62 -1.01
C -4.380085 -0.355502 0.553442 0.43 1.19 0.73
C -4.384504 -1.715253 0.902252 -0.86 -3.52 1.12
Br -2.644594 -2.599034 1.215855 -1.03 0.48 -0.72
C -5.504517 -2.510614 1.066311 0.51 0.69 -0.26
C -5.656399 -3.937980 0.656182 0.88 -1.43 1.21
C -5.571823 -4.984224 1.617786 -0.41 1.08 -0.04
C -5.619527 -6.326427 1.240090 0.22 0.20 -0.63
C -5.793921 -6.646088 -0.115325 0.08 1.02 -0.09
C -5.885334 -5.604574 -1.071562 -0.41 -0.71 1.27
C -5.831183 -4.279903 -0.687097 0.72 1.01 0.54
H -0.618371 2.861508 -1.305216 0.64 0.97 -0.23
H -0.936856 5.852057 -3.333957 0.07 -0.42 0.01
H -3.200210 6.214701 -4.399786 0.31 -0.12 0.59
H -5.208850 5.040204 -3.490187 1.31 0.14 0.32
H -5.001031 3.407054 -1.743090 -0.11 -0.27 0.03
H -2.477013 3.015554 0.538584 -0.36 -0.55 -0.50
H -4.550826 1.780102 -0.122293 0.57 0.38 -0.52
H -5.350608 0.140845 0.475918 -0.06 -0.26 -0.17
H -6.440233 -2.141212 1.516011 0.35 0.74 -0.85
H -5.527594 -4.639500 2.665102 0.29 -0.62 -0.49
H -5.432221 -7.140764 1.941996 -0.31 0.38 0.01
H -5.846744 -7.693551 -0.396754 0.04 0.21 -0.17
H -6.075580 -5.789610 -2.097585 0.07 -0.49 -0.80
H -5.805394 -3.445809 -1.395447 -0.22 -0.53 -0.05
S 0.908733 -1.501757 2.065702 -0.66 -0.26 -0.18
C 1.803756 -0.351805 2.996112 0.15 1.65 1.26
C 1.739773 -0.313827 4.423545 0.60 0.18 -0.62
C 2.533149 0.592374 5.145169 0.03 0.21 -1.48
C 3.293479 1.551342 4.455834 0.77 -0.07 0.20
C 3.391692 1.547273 3.049731 -0.44 -0.19 1.33
C 2.632052 0.636161 2.354982 -0.10 -1.65 -0.80
As 2.704272 0.350138 0.397195 -0.45 -0.91 0.53
C 3.986756 1.715220 -0.112319 0.61 0.38 -0.27
C 3.532236 3.048082 -0.294205 0.48 0.13 0.54
C 4.465044 4.044720 -0.690359 -1.05 -0.80 0.01
C 5.764229 3.677793 -1.041689 -0.80 0.83 0.48
C 6.167214 2.369662 -0.874093 0.93 -0.13 -0.99
C 5.327759 1.380226 -0.421617 -0.94 0.62 0.60
C 3.922052 -1.298478 0.258505 -0.91 1.84 -0.56
C 4.820283 -1.625104 1.239065 0.84 -0.10 0.62
C 5.836410 -2.536838 0.963678 -0.79 -0.16 -0.87
C 6.002741 -3.047770 -0.330777 -0.44 0.53 0.63
C 5.126767 -2.652382 -1.360667 -0.27 0.09 1.40
C 4.041221 -1.829526 -1.030128 0.65 -0.38 0.43
H 1.111052 -1.036731 4.943655 0.19 0.10 -0.17
H 2.626732 0.525076 6.212175 -0.27 0.09 0.39
H 3.953423 2.230253 5.018197 -0.43 -0.30 -0.19
H 4.087796 2.210843 2.552445 -0.12 0.09 -0.08
H 2.473855 3.343060 -0.025670 1.29 -0.48 -0.48
H 4.110664 5.075866 -0.776234 0.25 -0.31 -0.02
H 6.432356 4.460677 -1.384940 0.13 -0.24 -0.07
H 7.151821 2.082408 -1.237112 0.08 0.08 0.33
H 5.751121 0.395922 -0.244206 -0.38 0.01 -0.17
H 4.843836 -1.157889 2.228781 -0.49 -0.08 -0.32
H 6.426360 -2.879149 1.786323 0.62 -0.14 0.21
H 6.802180 -3.762275 -0.430927 0.14 -0.11 -0.60
H 5.246152 -2.995531 -2.365017 0.06 -0.29 -0.44
H 3.277663 -1.602876 -1.751124 0.02 0.21 -0.37
O 0.916195 -2.486920 -3.700207 0.03 0.87 1.33
Se 0.414787 -1.663093 -2.387732 -3.10 -0.11 1.01
O -1.398147 -1.367075 -2.389678 2.94 -1.00 0.51
O 0.613270 -2.280410 -0.761612 -0.32 0.26 -3.15
O 0.755040 -0.056113 -2.046093 0.67 -0.90 -1.14
```
Forces are in eV/Å.

## Properties
**Energy above the lowest of the compared OMol25 structures with the same formula, charge and spin**: 0.000 eV
**Frontier orbital gap (alpha / beta)**: 4.88 / 4.88 eV
**E_HOMO (alpha / beta)**: -0.1579 / -0.1579 Ha
**Charge**: -1
**E**: -9957.86861 a.u.
**Spin multiplicity**: 2



The following is a DFT calculation (ωB97M-V/def2-TZVPD) of a structure of composition C34H28Cl3FeN5O2 in a non-equilibrium geometry.

The geometry in XYZ format:
```
73
Properties=species:S:1:pos:R:3:forces:R:3
Fe 0.459435 0.854577 0.065583 -0.80 0.84 -0.01
Cl 3.758292 6.776004 -1.388049 -0.01 -0.13 0.04
C 3.427620 5.160648 -0.787383 -0.10 0.01 -0.06
C 2.131950 4.658044 -0.927127 -0.09 0.05 0.08
C 1.813058 3.390311 -0.448238 -0.33 -0.18 0.16
N 0.561740 2.779397 -0.478928 0.40 0.39 0.30
C -0.215724 3.034561 -1.562452 0.28 -0.88 -0.05
O -0.786906 4.047536 -1.879724 -0.31 0.80 -0.45
C -0.121947 1.837409 -2.513700 -0.43 0.82 -0.10
C -0.281050 1.986160 -3.874462 -0.13 0.11 -0.45
C 0.142495 0.967755 -4.722924 -0.28 0.56 -0.10
C 0.704953 -0.155048 -4.170060 0.14 -0.40 0.34
C 0.795670 -0.236602 -2.784549 -0.07 -0.38 -0.09
N 0.371849 0.733372 -1.981206 0.99 -0.55 0.49
C 2.841014 2.582067 0.120252 -0.06 -0.34 -0.33
C 4.113327 3.115226 0.279570 0.00 -0.12 -0.04
C 4.402998 4.406946 -0.172250 0.08 -0.06 0.07
Cl 6.037929 5.013198 0.033271 -0.15 -0.04 -0.01
N 2.387585 1.311265 0.494281 0.12 0.75 -0.50
C 2.847383 0.829253 1.645016 -0.55 -0.26 0.32
O 3.993186 0.700891 2.033845 0.88 0.12 0.52
C 1.690533 0.568767 2.605421 0.90 -0.23 -0.07
C 1.935702 0.275207 3.926373 0.19 -0.17 0.62
C 0.873490 0.205864 4.816735 0.68 -0.11 0.08
C -0.390932 0.420901 4.332639 -0.50 0.09 -0.26
C -0.549411 0.684489 2.979986 -0.22 -0.09 -0.13
N 0.473708 0.765403 2.127381 -0.81 0.27 -0.13
H 1.357752 5.277493 -1.360580 0.03 -0.01 0.02
H -0.699079 2.915763 -4.240046 0.02 -0.05 0.00
H 0.052887 1.064790 -5.799059 -0.03 0.05 0.03
H 1.068953 -0.967251 -4.785424 0.02 -0.01 0.07
H 1.211745 -1.110264 -2.290516 0.03 0.06 -0.05
H 4.887176 2.510252 0.729326 0.01 0.01 -0.03
H 2.965077 0.113188 4.220103 -0.05 0.02 0.01
H 1.033530 -0.017294 5.864899 0.06 0.00 0.00
H -1.258775 0.380079 4.978568 -0.02 0.00 -0.07
H -1.531812 0.826081 2.552130 0.03 -0.01 0.01
C -1.884148 -2.254287 1.058937 -0.12 0.03 0.01
N -2.410163 -2.408989 -0.283389 -0.49 0.15 -0.09
C -3.730434 -2.994663 -0.276433 0.09 0.08 0.10
C -2.278521 -1.215384 -1.134923 0.02 -0.03 0.27
C -2.613265 0.113543 -0.479939 -0.07 0.01 -0.03
C -3.977834 0.444442 -0.420157 0.12 0.08 0.01
C -4.422951 1.606875 0.192944 0.10 -0.11 -0.03
C -3.472170 2.448954 0.757079 0.10 -0.04 -0.03
C -2.122941 2.120548 0.676074 0.04 -0.20 -0.11
C -1.602440 0.948519 0.057849 -0.48 0.11 0.05
H -1.723813 -3.245847 1.495670 0.00 0.04 -0.02
H -2.562458 -1.682669 1.718939 -0.04 -0.01 -0.03
H -0.918082 -1.744708 1.017040 -0.25 -0.09 0.14
H -3.689787 -3.962683 0.233751 0.03 0.02 -0.02
H -4.073149 -3.169103 -1.299702 -0.01 0.02 -0.01
H -4.488769 -2.381647 0.245421 -0.02 0.01 0.00
H -2.941912 -1.369422 -1.990757 0.05 -0.03 -0.09
H -1.255331 -1.183704 -1.512511 -0.03 0.04 0.08
H -4.701706 -0.221149 -0.885889 0.03 0.00 0.02
H -5.479721 1.855088 0.217083 0.03 -0.02 0.00
H -3.776516 3.376691 1.236735 0.03 -0.06 -0.02
H -1.419600 2.819717 1.121635 0.05 0.01 -0.08
Cl 0.512613 -7.574687 -0.229504 0.03 0.20 0.01
C 0.713876 -5.816083 -0.105935 0.01 0.08 0.01
C 1.548067 -5.266648 0.867610 -0.02 -0.02 0.00
C 1.693746 -3.900143 0.977254 -0.08 0.00 -0.11
C 1.006022 -2.962666 0.120280 0.11 -0.16 -0.20
C 1.152305 -1.593718 0.317582 0.23 -0.30 -0.05
C 0.213675 -3.594929 -0.905098 0.18 0.04 -0.04
C 0.063118 -4.966091 -0.995344 0.04 0.05 0.00
H 2.086765 -5.928214 1.540053 -0.03 0.06 -0.01
H 2.354983 -3.498535 1.741270 -0.05 -0.04 -0.03
H 1.882234 -1.285365 1.042381 0.12 0.10 -0.04
H 0.679353 -0.855579 -0.349140 0.20 -0.85 -0.12
H -0.298355 -2.970946 -1.634840 0.08 -0.18 0.19
H -0.568113 -5.392958 -1.770727 0.04 0.08 0.04
```
Forces are in eV/Å.

## Properties
**Energy above the lowest of the compared OMol25 structures with the same formula, charge and spin**: 2.498 eV
**Frontier orbital gap (alpha / beta)**: 4.68 / 4.70 eV
**E_HOMO (alpha / beta)**: -0.0140 / -0.0147 Ha
**Charge**: -2
**E**: -4380.97491 a.u.



The following is a DFT calculation (ωB97M-V/def2-TZVPD) of a structure of composition C34H28CuGeN4S in a non-equilibrium geometry.

The geometry in XYZ format:
```
69
Properties=species:S:1:pos:R:3:forces:R:3
Cu -0.194177 -1.356164 -1.019403 1.28 -0.53 0.31
C -4.203371 -1.020726 0.287821 -0.38 0.08 -0.09
C -2.847151 -1.332785 0.263380 0.30 -0.09 -0.10
N -2.117507 -1.281907 -0.842201 -0.99 0.29 0.04
C -2.730663 -0.922419 -1.999776 -0.50 -0.09 0.23
C -4.103076 -0.621687 -2.070132 0.33 -0.08 0.01
C -4.840093 -0.662734 -0.878323 0.19 -0.09 0.18
C -4.677937 -0.287928 -3.338429 -0.08 0.08 -0.23
C -3.926685 -0.229510 -4.460284 -0.16 0.04 0.02
C -2.522724 -0.498979 -4.419181 0.17 -0.11 0.42
C -1.678870 -0.451884 -5.539839 0.11 -0.08 -0.07
C -0.351625 -0.782090 -5.409055 -0.13 0.06 -0.08
C 0.139970 -1.129564 -4.145696 -0.05 0.00 0.10
N -0.625059 -1.139243 -3.076346 -0.30 0.01 -0.27
C -1.935039 -0.849405 -3.190739 0.19 0.02 -0.63
H -4.744555 -1.065187 1.222045 0.03 -0.02 0.03
H -2.327336 -1.634430 1.163938 0.02 0.05 0.02
H -5.893229 -0.413986 -0.884608 -0.02 -0.01 -0.01
H -5.741285 -0.088747 -3.383817 0.00 0.02 0.02
H -4.375558 0.014058 -5.415120 -0.03 0.03 0.02
H -2.085948 -0.172197 -6.503533 -0.01 0.00 -0.01
H 0.312058 -0.777339 -6.261643 0.01 0.01 0.00
H 1.172581 -1.419004 -3.984740 0.03 0.09 -0.06
C 2.391884 0.974785 -1.336316 -0.05 -0.09 0.20
Ge 0.823504 0.615313 -0.159373 0.31 0.82 -0.19
C -0.273087 2.252874 -0.553565 0.14 -0.29 0.09
C 0.324487 3.490169 -0.314291 -0.05 -0.02 -0.02
C -0.327510 4.673111 -0.628650 0.06 0.02 0.05
C -1.601235 4.640110 -1.180501 0.00 0.04 -0.03
C -2.217462 3.419316 -1.407742 -0.07 0.00 -0.01
C -1.552604 2.239296 -1.097176 0.03 -0.02 0.01
C 1.426485 0.967471 1.698654 0.09 -0.40 -0.39
C 2.769764 1.108480 1.940859 -0.21 -0.01 -0.13
C 3.260911 1.291669 3.248006 0.06 0.04 0.17
C 2.402101 1.349878 4.309127 0.14 -0.03 0.00
C 1.009142 1.200505 4.113410 -0.16 -0.05 -0.30
C 0.086754 1.225697 5.187334 0.00 0.00 0.05
C -1.249358 1.041484 4.971720 0.05 0.03 0.14
C -1.734658 0.815817 3.667844 0.04 -0.03 -0.08
C -0.868920 0.794361 2.611324 -0.11 -0.04 0.02
C 0.520946 0.992463 2.793633 0.08 0.02 0.21
H 2.838172 1.952967 -1.145429 -0.07 0.03 0.06
H 2.034917 0.962596 -2.367487 -0.03 -0.01 -0.01
H 3.157871 0.206335 -1.241894 -0.02 -0.04 0.03
H 1.316095 3.520625 0.125528 0.00 0.08 0.00
H 0.159742 5.621746 -0.438105 -0.02 0.02 -0.02
H -2.104413 5.564464 -1.434958 -0.03 -0.01 0.02
H -3.217585 3.382620 -1.824539 0.01 0.02 -0.02
H -2.040910 1.289884 -1.284022 -0.03 0.09 0.01
H 3.466902 1.068835 1.111637 0.05 -0.02 0.05
H 4.329701 1.374567 3.403736 -0.01 0.05 0.04
H 2.778390 1.493584 5.315372 -0.01 0.00 0.01
H 0.465706 1.387673 6.189863 -0.02 0.01 0.01
H -1.942003 1.067496 5.803241 0.01 -0.01 0.01
H -2.795562 0.657801 3.516609 0.00 0.02 -0.04
H -1.233700 0.618128 1.605773 -0.04 0.05 0.01
C 5.412549 -4.502150 1.325289 -0.08 -0.02 -0.03
C 4.126955 -3.731988 1.356201 -0.18 0.02 0.09
C 3.511619 -3.365948 2.550711 0.05 -0.02 0.00
C 2.354857 -2.618805 2.443853 0.00 0.11 -0.12
N 1.808103 -2.300614 1.275898 -0.17 0.00 0.06
C 2.432334 -2.742554 0.176948 0.17 -0.18 0.47
S 1.699096 -2.490124 -1.372682 -0.23 0.11 -0.16
N 3.588283 -3.419141 0.183950 0.13 -0.01 -0.18
H 5.580958 -5.020789 2.267768 0.06 0.00 0.00
H 6.250423 -3.828879 1.138176 0.00 0.01 0.01
H 5.374161 -5.218246 0.506847 0.06 -0.03 0.01
H 3.916970 -3.652467 3.510624 0.03 0.05 0.01
H 1.836503 -2.246555 3.322476 0.01 -0.02 0.03
```
Forces are in eV/Å.

## Properties
**Energy above the lowest of the compared OMol25 structures with the same formula, charge and spin**: 0.337 eV
**Frontier orbital gap (alpha / beta)**: 5.71 / 6.30 eV
**E_HOMO (alpha / beta)**: -0.2394 / -0.2724 Ha
**E**: -5647.09324 a.u.
**Spin multiplicity**: 2